Entry 1:
Below is a cluster of 10 separate species, C10H40O10 in total, with properties calculated with ωB97M-V/def2-TZVPD.

Each line ends with the Löwdin charge.
Positions of all 60 atoms, in Å:
C  2.70  -2.01  -4.09  -0.18
O  1.42  -1.49  -4.13  -0.14
H  3.23  -1.61  -3.23  0.07
H  2.50  -3.05  -3.83  0.08
H  3.16  -1.85  -5.06  0.08
H  0.79  -2.08  -4.56  0.08
C  -3.77  3.15  -5.32  -0.17
O  -3.66  1.99  -4.54  -0.12
H  -4.51  3.15  -6.12  0.08
H  -4.03  4.02  -4.72  0.08
H  -2.86  3.27  -5.91  0.08
H  -2.85  2.05  -4.03  0.07
C  -1.33  -1.11  3.79  -0.12
O  0.01  -0.84  3.30  -0.13
H  -1.23  -1.63  4.74  0.08
H  -1.91  -0.29  4.20  0.06
H  -1.94  -1.58  3.02  0.08
H  -0.10  -0.39  2.46  0.05
C  3.64  -4.07  1.70  -0.19
O  4.38  -5.15  1.26  -0.12
H  2.62  -4.38  1.96  0.07
H  4.11  -3.66  2.59  0.08
H  3.55  -3.40  0.85  0.08
H  3.99  -5.44  0.43  0.07
C  -3.22  0.37  -1.86  -0.12
O  -2.55  1.20  -0.89  -0.14
H  -2.51  -0.06  -2.56  0.08
H  -3.68  -0.47  -1.34  0.08
H  -3.92  0.93  -2.48  0.06
H  -3.20  1.66  -0.36  0.04
C  2.68  -1.50  5.64  -0.17
O  2.54  -1.50  4.23  -0.13
H  2.52  -0.59  6.22  0.07
H  1.93  -2.19  6.02  0.07
H  3.70  -1.85  5.81  0.08
H  1.64  -1.43  3.91  0.02
C  1.10  3.21  0.66  -0.16
O  1.99  4.07  0.04  -0.12
H  0.59  2.50  0.01  0.07
H  1.70  2.60  1.33  0.09
H  0.33  3.74  1.23  0.08
H  2.50  4.59  0.66  0.10
C  2.58  1.08  -2.17  -0.15
O  3.28  2.25  -1.67  -0.12
H  1.66  1.24  -2.73  0.07
H  3.23  0.61  -2.89  0.06
H  2.30  0.42  -1.34  0.06
H  2.68  2.84  -1.21  0.01
C  0.09  -1.30  -0.30  -0.10
O  -0.29  0.00  0.31  -0.14
H  0.68  -1.93  0.37  0.07
H  -0.70  -1.89  -0.77  0.07
H  0.73  -1.16  -1.17  0.05
H  -0.86  0.39  -0.35  0.02
C  -4.49  1.21  2.45  -0.07
O  -4.35  2.00  1.18  -0.15
H  -4.94  0.26  2.18  0.08
H  -3.46  1.06  2.78  0.06
H  -4.92  1.73  3.30  0.08
H  -5.24  2.33  1.03  0.07

Calculated values
Multiplicity: 1
LUMO, eV: 0.345
Frontier orbital gap, eV: 9.83
E_HOMO, eV: -9.49

---

Entry 2:
Below is a cluster of 11 separate species, C10H42O16 in total, with properties calculated with ωB97M-V/def2-TZVPD.

Each line ends with the Löwdin charge.
Positions of all 68 atoms, in Å:
O  -2.50  -2.03  -3.25  0.00
C  -1.55  -2.08  -2.32  -0.34
C  -0.71  -3.28  -2.33  -0.25
O  0.23  -3.21  -1.32  -0.07
H  -2.78  -1.13  -3.21  0.07
H  -0.81  -1.20  -2.53  0.14
H  -2.08  -1.88  -1.37  0.13
H  -0.28  -3.66  -3.21  0.11
H  -1.30  -4.13  -1.85  0.14
H  -0.13  -2.68  -0.64  0.01
O  -3.46  -3.53  2.37  -0.02
C  -2.43  -3.33  1.47  -0.27
C  -1.64  -2.16  2.00  -0.26
O  -0.53  -2.02  1.18  -0.06
H  -3.05  -3.75  3.17  0.06
H  -1.73  -4.15  1.26  0.13
H  -2.88  -3.09  0.48  0.13
H  -1.41  -2.24  3.06  0.12
H  -2.32  -1.32  1.87  0.12
H  0.13  -1.59  1.68  0.02
O  2.61  0.06  -2.43  -0.10
C  2.27  -1.12  -3.12  -0.21
C  3.54  -1.70  -3.81  -0.26
O  4.72  -1.67  -3.09  -0.06
H  2.32  0.02  -1.51  0.05
H  1.86  -1.89  -2.41  0.12
H  1.50  -1.04  -3.90  0.12
H  3.63  -1.06  -4.69  0.11
H  3.42  -2.67  -4.18  0.10
H  4.63  -1.00  -2.35  0.10
O  -1.71  3.10  3.72  -0.09
C  -2.56  3.00  2.63  -0.19
C  -1.96  2.06  1.51  -0.16
O  -2.64  2.14  0.22  -0.08
H  -2.12  3.70  4.33  0.10
H  -3.45  2.61  3.10  0.12
H  -2.76  4.04  2.44  0.12
H  -1.98  1.06  1.81  0.07
H  -0.93  2.33  1.28  0.10
H  -2.16  1.75  -0.51  0.02
O  0.98  2.51  4.11  -0.08
C  1.01  1.10  4.31  -0.24
C  0.66  0.31  3.07  -0.23
O  1.13  -1.02  3.14  -0.08
H  0.05  2.74  3.92  0.04
H  2.04  0.89  4.73  0.14
H  0.28  0.76  5.08  0.13
H  1.02  0.74  2.09  0.12
H  -0.40  0.01  3.13  0.11
H  2.01  -1.02  3.46  0.07
O  0.18  0.21  -0.55  -0.03
H  -0.35  0.42  -1.30  -0.03
H  0.59  1.01  -0.21  -0.03
O  0.96  2.01  -3.42  -0.05
H  1.40  2.72  -3.93  0.07
H  1.72  1.43  -3.30  0.00
O  1.51  2.48  0.04  -0.03
H  2.32  2.44  -0.42  0.04
H  1.79  3.31  0.44  0.10
O  -1.53  1.33  -2.30  -0.07
H  -0.94  1.84  -2.86  0.02
H  -2.24  1.07  -2.96  0.11
O  3.30  0.17  0.61  -0.03
H  3.06  -0.74  0.93  0.08
H  3.88  -0.05  -0.08  0.00
O  -0.47  4.05  -1.44  -0.03
H  -0.99  4.58  -0.89  0.01
H  0.04  3.41  -0.93  -0.01

Calculated values
Multiplicity: 1
LUMO, eV: 0.018
Frontier orbital gap, eV: 9.27
E_HOMO, eV: -9.25

---

Entry 3:
Below is a cluster of 11 separate species, C10H42O16 in total, with properties calculated with ωB97M-V/def2-TZVPD.

Each line ends with the Löwdin charge.
Positions of all 68 atoms, in Å:
O  1.22  -1.89  -0.27  -0.12
C  0.15  -1.03  -0.71  -0.20
C  -0.87  -1.74  -1.61  -0.18
O  -1.99  -0.85  -1.79  -0.08
H  1.88  -1.97  -1.00  0.08
H  -0.34  -0.76  0.18  0.09
H  0.61  -0.19  -1.25  0.13
H  -1.13  -2.68  -1.17  0.12
H  -0.36  -2.04  -2.57  0.13
H  -2.74  -1.28  -1.35  0.05
O  0.26  -1.13  3.27  -0.14
C  1.55  -0.70  3.74  -0.18
C  2.65  -0.67  2.61  -0.24
O  2.13  -0.03  1.51  -0.07
H  -0.16  -0.36  2.78  0.08
H  1.44  0.27  4.30  0.13
H  1.81  -1.51  4.44  0.11
H  3.10  -1.66  2.38  0.12
H  3.50  -0.07  3.00  0.13
H  1.48  -0.61  1.10  0.03
O  1.13  2.68  -0.09  -0.11
C  -0.08  3.12  0.60  -0.17
C  -0.22  2.54  2.02  -0.19
O  -0.84  1.22  2.03  -0.12
H  1.47  1.83  0.23  0.07
H  -0.02  4.21  0.75  0.13
H  -0.96  2.78  0.04  0.12
H  -0.81  3.25  2.63  0.13
H  0.82  2.44  2.45  0.14
H  -1.81  1.33  1.99  0.08
O  2.33  2.33  -2.95  -0.09
C  3.71  2.57  -2.84  -0.25
C  4.16  3.35  -1.63  -0.25
O  3.81  2.77  -0.39  -0.08
H  1.87  2.55  -2.08  0.10
H  4.22  1.62  -2.96  0.13
H  4.08  3.14  -3.66  0.11
H  3.79  4.39  -1.59  0.13
H  5.23  3.36  -1.79  0.11
H  2.92  3.18  -0.20  0.07
O  -3.08  0.99  0.50  -0.08
C  -4.38  0.49  0.74  -0.21
C  -4.86  -0.52  -0.31  -0.22
O  -4.32  -1.82  -0.14  -0.09
H  -2.43  0.37  0.16  0.07
H  -4.47  0.08  1.78  0.11
H  -5.03  1.35  0.76  0.12
H  -4.51  -0.22  -1.25  0.10
H  -5.97  -0.61  -0.29  0.13
H  -4.30  -2.20  0.75  0.04
O  1.27  0.06  -4.23  -0.04
H  1.62  0.86  -3.88  0.00
H  0.47  0.17  -4.71  0.00
O  1.01  -3.70  1.90  -0.08
H  1.47  -3.27  2.65  0.03
H  1.28  -3.06  1.18  0.03
O  -1.53  0.05  -4.59  -0.05
H  -1.49  0.14  -3.60  0.05
H  -2.17  -0.63  -4.64  0.02
O  -4.08  -2.53  2.42  -0.06
H  -4.21  -1.64  2.75  0.03
H  -3.12  -2.74  2.53  0.01
O  -1.59  -3.13  3.02  -0.07
H  -0.82  -2.56  3.16  0.00
H  -1.11  -3.80  2.45  0.07
O  2.34  -2.05  -2.71  -0.05
H  1.85  -1.52  -3.38  0.03
H  3.13  -2.34  -3.16  0.05

Calculated values
Multiplicity: 1
LUMO, eV: 0.467
Frontier orbital gap, eV: 10.60
E_HOMO, eV: -10.13

---

Entry 4:
Below is the molecule C10H4Cl5NO, with properties calculated with ωB97M-V/def2-TZVPD.

Each line ends with the Löwdin charge.
Positions of all 21 atoms, in Å:
O  0.35  2.40  -0.06  0.09
C  0.33  1.35  0.82  -0.23
C  0.48  1.58  2.17  -0.02
C  0.46  0.52  3.09  -0.63
Cl  0.64  0.85  4.82  0.65
C  0.34  -0.80  2.64  -0.66
Cl  0.31  -2.17  3.77  0.63
C  0.15  -1.02  1.27  -0.56
Cl  -0.03  -2.66  0.70  0.72
C  0.08  0.05  0.37  -0.22
N  -0.13  -0.16  -1.00  -0.11
C  0.87  -0.44  -1.94  -0.07
C  0.26  -0.73  -3.13  -0.08
C  -1.17  -0.65  -2.90  -0.69
Cl  -2.37  -1.22  -4.01  0.65
C  -1.37  -0.23  -1.60  -0.64
Cl  -2.92  0.03  -0.77  0.68
H  0.31  2.10  -0.98  0.11
H  0.68  2.60  2.57  0.14
H  1.94  -0.39  -1.78  0.13
H  0.79  -1.02  -4.04  0.11

Calculated values
Multiplicity: 1
LUMO, eV: 0.295
Frontier orbital gap, eV: 9.22
E_HOMO, eV: -8.93

---

Entry 5:
Below is a structure of composition C10H5F5NiO5S, with properties calculated with ωB97M-V/def2-TZVPD.

Each line ends with the Löwdin charge.
Positions of all 27 atoms, in Å:
Ni  0.17  0.06  -0.04  0.53
O  -3.22  1.24  1.19  0.19
C  -1.92  1.08  1.10  -0.46
O  -1.25  1.52  0.17  0.07
C  -1.34  0.37  2.30  -0.07
O  -0.01  -0.07  2.04  -0.18
C  0.15  -1.52  2.04  -0.08
C  -0.60  -2.21  0.89  -0.63
O  -0.62  -3.41  0.91  0.09
O  -1.15  -1.38  0.03  -0.08
H  -3.53  1.71  0.40  0.16
H  -1.31  1.09  3.12  0.16
H  -1.99  -0.45  2.59  0.15
H  1.22  -1.70  1.94  0.12
H  -0.20  -1.96  2.97  0.14
F  2.55  -0.05  -6.20  0.13
C  2.52  -0.02  -4.87  -0.14
C  1.31  0.02  -4.21  -0.14
F  0.16  0.02  -4.89  0.13
C  1.31  0.06  -2.83  -0.20
F  0.10  0.09  -2.20  0.03
C  2.46  0.06  -2.06  -0.51
S  2.41  0.13  -0.30  0.74
C  3.65  0.03  -2.76  -0.24
F  4.81  0.03  -2.10  0.09
C  3.69  -0.01  -4.14  -0.14
F  4.86  -0.05  -4.78  0.13

Calculated values
Multiplicity: 3
⟨S²⟩: 2.006
LUMO (alpha / beta), eV: -0.022 / -0.677
Frontier orbital gap (alpha / beta), eV: 8.50 / 7.97
E_HOMO (alpha / beta), eV: -8.52 / -8.64

---

Entry 6:
Below is a structure of composition C10H5N3PdS7, with properties calculated with ωB97M-V/def2-TZVPD.

Each line ends with the Löwdin charge.
Positions of all 26 atoms, in Å:
Pd  0.28  0.01  -0.05  0.16
S  -2.15  7.34  -0.01  0.67
C  -1.71  5.79  0.01  -1.49
S  -2.86  4.47  0.03  0.93
C  -1.75  3.14  0.02  -1.17
C  -0.29  3.56  0.01  -1.12
S  0.93  2.51  -0.01  0.69
S  -0.04  5.28  -0.02  0.93
S  -2.19  1.60  0.02  0.75
S  2.47  0.20  -0.26  0.57
C  3.11  -1.35  -0.75  -0.70
C  4.49  -1.38  -1.17  -0.25
N  5.59  -1.38  -1.50  0.17
C  2.31  -2.42  -0.69  -0.72
S  0.67  -2.20  -0.14  0.65
C  2.71  -3.75  -1.03  -0.25
N  3.00  -4.83  -1.31  0.17
C  -3.31  -4.34  0.14  -0.08
C  -3.85  -2.91  0.04  -0.20
C  -2.76  -1.93  0.10  -0.18
N  -1.86  -1.23  0.15  -0.01
H  -4.14  -5.05  0.09  0.08
H  -2.79  -4.49  1.08  0.08
H  -2.62  -4.55  -0.67  0.08
H  -4.55  -2.69  0.85  0.12
H  -4.39  -2.76  -0.90  0.12

Calculated values
Multiplicity: 1
LUMO, eV: -3.059
Frontier orbital gap, eV: 4.94
E_HOMO, eV: -8.00

---

> The highest multiplicity belongs to which entry?

C10H5F5NiO5S